(1)
Formula: C3H10N2OS
Source: the Open Molecules 2025 dataset
Level of theory: ωB97M-V/def2-TZVPD

Summary:
E_HOMO (alpha / beta)	-8.570 / -8.737	eV
total energy	-19130.3886	eV
Kohn-Sham gap (alpha / beta)	0.3087 / 0.3082	Ha
ΔE to the lowest compared entry with this formula, charge and spin	153.1	kcal per mole
net charge	0
max |F|	3.550	eV/A

Element x y z (Å)
1 C 1.3663 -0.8555 -0.1586
2 C 1.1601 1.5161 0.6490
3 C 0.5415 0.4442 -0.2206
4 N -2.0559 -1.8491 1.2066
5 N -1.6930 -0.2303 -1.5284
6 O -1.8389 1.1250 0.4578
7 S -1.1789 -0.0915 0.0833
8 H 1.4597 -1.2549 0.8634
9 H 0.8964 -1.5879 -0.7693
10 H 2.2737 -0.5723 -0.5457
11 H 2.2480 1.3293 0.7584
12 H 1.0350 1.4996 1.7347
13 H 0.8618 2.5627 0.4853
14 H 0.5069 0.8094 -1.2670
15 H -1.6243 -1.5345 2.0299
16 H -2.6539 -0.4410 -1.6269
17 H -1.3045 -0.8693 -2.1518

Löwdin population analysis, charges in e, atoms 1 to 4:
1 C -0.1072
2 C -0.1013
3 C -0.5019
4 N -0.0870

(2)
Formula: C3H10N2OS
Source: the Open Molecules 2025 dataset
Level of theory: ωB97M-V/def2-TZVPD

Summary:
E_HOMO	-9.278	eV
total energy	-19133.5902	eV
Kohn-Sham gap	0.3623	Ha
ΔE to the lowest compared entry with this formula, charge and spin	79.3	kcal per mole
net charge	0
max |F|	3.951	eV/A

Element x y z (Å)
1 C 0.5056 1.7964 -1.8621
2 C -0.4293 2.0129 0.4212
3 C -0.3874 2.3567 -0.9922
4 N -0.2008 -2.9902 0.2408
5 N 1.1580 -3.3202 2.4137
6 O 1.6795 -1.3709 1.0130
7 S 0.4517 -1.9724 1.4759
8 H 1.2591 1.2331 -1.4219
9 H -1.1066 -3.4434 0.7097
10 H 0.5352 2.0164 -2.9537
11 H -0.1733 2.8648 1.1511
12 H 0.1490 1.0763 0.7745
13 H -1.5008 1.6760 0.6865
14 H -1.1962 2.9404 -1.3340
15 H -0.5925 -2.3353 -0.5486
16 H 0.8051 -3.5977 3.3136
17 H 2.1694 -3.0930 2.4671

Löwdin population analysis, charges in e, atoms 1 to 4:
1 C 0.0083
2 C -0.1599
3 C -0.2621
4 N -0.2635

(3)
Formula: C3H10N2OS
Source: the Open Molecules 2025 dataset
Level of theory: ωB97M-V/def2-TZVPD

Summary:
E_HOMO	-8.435	eV
total energy	-19133.9374	eV
Kohn-Sham gap	0.3390	Ha
ΔE to the lowest compared entry with this formula, charge and spin	71.3	kcal per mole
SMILES	CCNSO.C=N
net charge	0
max |F|	5.884	eV/A

Element x y z (Å)
1 C 1.7025 -0.4434 1.6979
2 C 2.0641 -0.1581 0.1863
3 C -2.7619 0.1907 -1.4341
4 N -2.7894 -0.5080 -0.4020
5 N 0.8997 -0.0714 -0.6938
6 O -0.7136 1.7091 0.4782
7 S 0.1302 1.3468 -0.8583
8 H 1.1808 -1.4898 1.5493
9 H 2.6977 -0.6994 2.2032
10 H 1.0698 0.2552 2.1274
11 H 2.5832 0.8050 0.0804
12 H 2.8139 -0.8148 -0.1572
13 H -2.3868 -0.1946 -2.4233
14 H -3.2391 1.1609 -1.3946
15 H -2.3158 -1.3448 -0.3901
16 H -1.5369 1.1634 0.5676
17 H 0.6014 -0.9069 -1.1367

Löwdin population analysis, charges in e, atoms 1 to 4:
1 C -0.0785
2 C -0.3351
3 C -0.1832
4 N 0.0287

(4)
Formula: C3H10N2P
Source: the Open Molecules 2025 dataset
Level of theory: ωB97M-V/def2-TZVPD

Summary:
E_HOMO	-13.562	eV
total energy	-15533.1638	eV
Kohn-Sham gap	0.3182	Ha
ΔE to the lowest compared entry with this formula, charge and spin	55.9	kcal per mole
net charge	+1
max |F|	5.492	eV/A

Element x y z (Å)
1 C -1.0762 0.5119 -0.1569
2 C -2.3289 -0.2921 -0.1592
3 C 2.7222 -0.3851 0.3781
4 N -1.3103 1.7953 0.1821
5 N 0.1669 0.0172 -0.1263
6 P 1.6164 0.9660 -0.0914
7 H -2.3166 -0.9852 0.8213
8 H -2.5785 -0.9527 -1.0077
9 H -3.2436 0.3998 -0.0533
10 H 2.3176 -1.0078 1.1567
11 H 3.6032 0.1952 0.6720
12 H 2.7817 -0.8178 -0.6035
13 H -2.2533 2.0672 0.1740
14 H -0.5636 2.4930 0.2071
15 H 0.1007 -1.4499 -0.6729
16 H 1.7275 1.0505 -1.4740

Löwdin population analysis, charges in e, atoms 1 to 4:
1 C -0.4733
2 C -0.0278
3 C -0.3009
4 N 0.1797

(5)
Formula: C3H10N2S
Source: the Open Molecules 2025 dataset
Level of theory: ωB97M-V/def2-TZVPD

Summary:
E_HOMO	-8.912	eV
total energy	-17087.0876	eV
Kohn-Sham gap	0.3593	Ha
ΔE to the lowest compared entry with this formula, charge and spin	35.0	kcal per mole
SMILES	NC[C@@H](N)CS
net charge	0
max |F|	4.509	eV/A

Element x y z (Å)
1 N -0.3847 -0.2739 -1.3395
2 C 0.4123 0.2244 -0.2000
3 C -0.2966 -0.0347 1.1135
4 S -2.1312 0.4373 1.1067
5 C 1.7830 -0.5169 -0.2156
6 N 2.7777 -0.0646 -1.2355
7 H -1.2397 0.2042 -1.5291
8 H -0.3712 -1.1348 -1.7583
9 H 0.6191 1.3123 -0.3093
10 H -0.3803 -1.2289 1.3051
11 H 0.3077 0.4439 1.8238
12 H -2.5354 0.4864 -0.1787
13 H 1.4582 -1.5295 -0.5526
14 H 2.2969 -0.3022 0.7485
15 H 3.5416 -0.6490 -1.2989
16 H 2.2599 -0.2665 -2.1197

Löwdin population analysis, charges in e, atoms 1 to 4:
1 N 0.0200
2 C -0.4666
3 C -0.4879
4 S 0.6599

(6)
Formula: C3H10N2S
Source: the Open Molecules 2025 dataset
Level of theory: ωB97M-V/def2-TZVPD

Summary:
E_HOMO	-6.740	eV
total energy	-17080.0779	eV
Kohn-Sham gap	0.1913	Ha
ΔE to the lowest compared entry with this formula, charge and spin	196.6	kcal per mole
net charge	0
max |F|	4.276	eV/A

Element x y z (Å)
1 C 0.9159 -0.6096 0.8059
2 C 1.0396 -0.6962 -0.7979
3 S -0.1130 -1.4927 -1.7860
4 N -0.0523 0.2308 1.4761
5 C -0.6591 1.1969 0.5925
6 N -1.3378 2.2547 1.4059
7 H 1.8653 -0.3571 1.2918
8 H 0.6754 -1.6499 1.1305
9 H 2.0660 1.8172 0.3888
10 H 1.9539 -0.3300 -1.1312
11 H -1.0327 -0.4096 -1.7200
12 H 2.6778 2.0023 0.8427
13 H -0.9397 0.1017 0.4981
14 H -0.4017 1.5479 -0.4996
15 H -2.2272 1.8745 1.7670
16 H -0.8756 2.5399 2.2312

Löwdin population analysis, charges in e, atoms 1 to 4:
1 C -0.3678
2 C -0.6183
3 S 0.6583
4 N 0.0542

(7)
Formula: C3H10N2S2
Source: the Open Molecules 2025 dataset
Level of theory: ωB97M-V/def2-TZVPD

Summary:
E_HOMO	-8.500	eV
total energy	-27923.0580	eV
Kohn-Sham gap	0.3332	Ha
ΔE to the lowest compared entry with this formula, charge and spin	20.5	kcal per mole
SMILES	N/C=C/N.CSS
net charge	0
max |F|	0.430	eV/A

Element x y z (Å)
1 C 0.8824 1.9344 1.5914
2 S 2.1620 0.8640 0.8653
3 S 2.0018 -0.8561 1.9689
4 H 0.0064 1.3333 1.8260
5 H 0.6178 2.6407 0.8006
6 H 1.2495 2.4287 2.4838
7 H 2.8930 -0.5744 2.9315
8 C -0.5772 -1.2068 -0.9479
9 C -1.4121 -0.3325 -1.4817
10 N -1.2306 1.0803 -1.4140
11 N -0.8488 -2.6072 -1.0527
12 H 0.3243 -0.8713 -0.4496
13 H -2.2948 -0.7121 -1.9856
14 H -2.1005 1.5453 -1.6304
15 H -0.5527 1.3915 -2.0953
16 H -1.1304 -2.9584 -0.1458
17 H 0.0099 -3.0995 -1.2645

Löwdin population analysis, charges in e, atoms 1 to 4:
1 C -0.4751
2 S 0.3383
3 S 0.2892
4 H 0.0229

(8)
Formula: C3H10N3
Source: the Open Molecules 2025 dataset
Level of theory: ωB97M-V/def2-TZVPD

Summary:
E_HOMO	-11.883	eV
total energy	-7736.3016	eV
Kohn-Sham gap	0.2873	Ha
ΔE to the lowest compared entry with this formula, charge and spin	45.3	kcal per mole
net charge	+1
max |F|	1.289	eV/A

Element x y z (Å)
1 N 0.5766 -1.7253 1.1108
2 C 0.4728 -1.7876 -0.2030
3 N 1.4422 -1.3859 -0.9782
4 H 1.4150 -1.3713 1.5368
5 H -0.2836 -1.5463 1.6330
6 H -0.4809 -2.2048 -0.5930
7 H 1.3791 -1.4216 -1.9839
8 H 2.1928 -0.8400 -0.5590
9 C 0.2349 2.0334 0.2583
10 C -0.8589 1.6710 -0.4137
11 N -1.9199 0.9129 0.0800
12 H 0.2514 1.9462 1.3561
13 H 0.9578 2.6993 -0.1757
14 H -1.1038 2.2023 -1.3675
15 H -1.8147 0.3843 0.9319
16 H -2.4607 0.4334 -0.6330

Löwdin population analysis, charges in e, atoms 1 to 4:
1 N 0.1824
2 C -0.1815
3 N 0.2096
4 H 0.1334

What is the max |F| in the fourth record? 5.492 eV/A